Density functional theory data (wB97M-V/def2-TZVPD) for a 2-piece molecular cluster, C5H7N overall at a distorted geometry.

Properties
Kohn-Sham gap = 10.1 eV
energy above the lowest of the compared OMol25 structures with the same formula, charge and spin = 435.8 kJ/mol
DFT total energy = -249.30725 hartree
total charge = 0
max |F| = 0.121 hartree/bohr
highest occupied orbital energy = -9.08 eV

Positions of all 13 atoms, in Å:
C -0.375 -1.060 1.010
C -0.107 -0.347 -0.268
C 0.908 0.133 -1.022
C -0.540 0.197 -1.707
H 0.022 -2.053 1.003
H -1.348 -0.989 1.567
H 0.441 -0.671 1.484
H 1.962 0.271 -1.340
H -0.981 1.183 -1.697
H -0.749 -0.330 -2.621
C -0.088 2.446 1.598
N 1.021 2.461 1.979
H -1.031 2.398 1.239

Charges computed using Löwdin, reported in e:
1. C -0.067
2. C -0.260
3. C -0.001
4. C -0.090
5. H 0.071
6. H 0.101
7. H 0.031
8. H 0.096
9. H 0.040
10. H 0.052
11. C -0.061
12. N 0.071
13. H 0.018

***

Density functional theory data (wB97M-V/def2-TZVPD) for C5H5NO2 as an isolated structure at a distorted geometry.

Properties
Kohn-Sham gap = 10.0 eV
energy above the lowest of the compared OMol25 structures with the same formula, charge and spin = 604.6 kJ/mol
DFT total energy = -398.54818 hartree
total charge = 0
max |F| = 0.150 hartree/bohr
highest occupied orbital energy = -9.43 eV

Positions of all 13 atoms, in Å:
C 0.032 2.136 -0.738
C 0.180 0.702 -0.098
C 0.520 -1.077 1.010
C -0.627 -2.080 -0.302
C 0.143 -0.728 -0.176
H -0.358 2.731 0.163
H 0.866 2.607 -0.927
H -0.619 2.129 -1.656
H -1.705 -1.773 -0.119
H -0.452 -2.881 -1.182
N 1.117 -0.278 1.789
O 0.747 0.938 1.189
O 0.156 -2.426 1.048

Charges computed using Löwdin, reported in e:
1. C 0.015
2. C -0.090
3. C -0.494
4. C 0.032
5. C -0.095
6. H 0.115
7. H 0.001
8. H 0.098
9. H 0.131
10. H 0.157
11. N 0.167
12. O -0.054
13. O 0.016

***

Density functional theory data (wB97M-V/def2-TZVPD) for one molecule with the formula C4H7ClO at a distorted geometry.

Properties
Kohn-Sham gap = 9.4 eV
energy above the lowest of the compared OMol25 structures with the same formula, charge and spin = 133.1 kJ/mol
DFT total energy = -691.99521 hartree
total charge = 0
max |F| = 0.047 hartree/bohr
highest occupied orbital energy = -8.41 eV

Positions of all 13 atoms, in Å:
C -0.628 1.847 0.025
O 0.408 0.897 -0.089
C 0.185 -0.417 -0.073
C 1.516 -1.149 0.003
C -0.968 -1.091 -0.075
Cl -2.520 -0.515 -0.022
H -1.358 1.834 -0.806
H -1.173 1.848 0.952
H -0.090 2.806 -0.089
H 2.044 -0.936 -0.906
H 2.177 -0.748 0.811
H 1.352 -2.238 0.191
H -0.944 -2.138 0.078

Charges computed using Löwdin, reported in e:
1. C -0.117
2. O -0.089
3. C -0.439
4. C -0.019
5. C -0.586
6. Cl 0.686
7. H 0.079
8. H 0.077
9. H 0.098
10. H 0.070
11. H 0.096
12. H 0.093
13. H 0.049

***

Density functional theory data (wB97M-V/def2-TZVPD) for C44H38BBr2N12O7Ti as an isolated structure.

Properties
Kohn-Sham gap (alpha / beta) = 5.2 / 5.2 eV
energy above the lowest of the compared OMol25 structures with the same formula, charge and spin = 315.3 kJ/mol
DFT total energy = -8905.55663 hartree
total charge = -1
max |F| = 0.019 hartree/bohr
highest occupied orbital energy (alpha / beta) = -3.23 / -3.23 eV

Positions of all 105 atoms, in Å:
Ti 0.887 0.131 -0.687
Br 7.456 -1.297 2.383
C 6.146 -0.057 1.814
C 5.339 0.565 2.744
C 4.377 1.435 2.255
N 4.210 1.714 0.972
C 5.003 1.111 0.085
C 5.990 0.203 0.467
C 4.794 1.474 -1.354
C 5.371 0.732 -2.384
C 5.156 1.154 -3.680
Br 5.896 0.172 -5.118
C 4.380 2.267 -3.935
C 3.815 2.903 -2.840
N 4.016 2.530 -1.582
H 5.428 0.363 3.801
H 3.696 1.925 2.945
H 6.632 -0.280 -0.252
H 5.950 -0.159 -2.196
H 4.180 2.602 -4.941
H 3.145 3.743 -2.986
C -5.166 1.405 3.319
C -4.696 0.011 3.613
C -5.552 -0.960 4.114
C -5.127 -2.265 4.320
C -3.819 -2.612 4.026
C -2.939 -1.655 3.547
C -3.373 -0.350 3.340
N -2.499 0.636 2.829
C -1.329 0.261 2.136
N -0.161 0.533 2.812
C 1.034 -0.230 2.625
C 1.533 -0.528 1.348
C 2.648 -1.388 1.340
C 3.244 -1.870 2.494
C 2.750 -1.494 3.731
C 1.634 -0.677 3.816
C 1.064 -0.341 5.172
N -1.333 -0.271 0.985
C -2.573 -0.582 0.375
C -2.950 -1.917 0.300
C -4.134 -2.280 -0.321
C -4.939 -1.302 -0.883
C -4.543 0.027 -0.832
C -3.357 0.414 -0.217
C -2.893 1.840 -0.268
H -6.242 1.490 3.467
H -4.929 1.672 2.287
H -4.686 2.149 3.962
H -6.580 -0.689 4.323
H -5.820 -3.008 4.693
H -3.477 -3.629 4.167
H -1.916 -1.924 3.309
H -2.420 1.481 3.376
H -0.344 0.751 3.777
H 3.050 -1.721 0.393
H 4.096 -2.536 2.423
H 3.213 -1.853 4.644
H 1.699 -0.749 5.958
H 0.063 -0.761 5.311
H 0.995 0.738 5.349
H -2.290 -2.665 0.723
H -4.412 -3.324 -0.383
H -5.854 -1.573 -1.395
H -5.146 0.785 -1.318
H -3.676 2.480 -0.675
H -2.024 1.930 -0.921
H -2.615 2.221 0.717
B 0.167 3.350 -2.449
N 0.309 3.216 -0.890
C 0.147 4.285 -0.112
C 0.592 3.997 1.167
C 1.027 2.684 1.080
N 0.833 2.207 -0.155
N 0.660 2.091 -3.205
C 0.617 1.993 -4.537
C 1.284 0.843 -4.922
C 1.707 0.279 -3.723
N 1.331 1.044 -2.693
H 0.871 4.287 -2.770
H -0.989 3.558 -2.726
H -0.241 5.196 -0.537
H 0.619 4.650 2.021
H 1.475 2.051 1.821
H 0.111 2.747 -5.115
H 1.420 0.459 -5.917
H 2.232 -0.644 -3.540
O -2.745 -5.076 -5.080
N -1.755 -5.058 -4.369
O -1.036 -6.022 -4.185
C -1.405 -3.790 -3.704
C -0.247 -3.744 -2.963
C 0.120 -2.534 -2.333
C -0.804 -1.434 -2.383
O -0.612 -0.398 -1.583
C -1.913 -1.542 -3.227
C -2.250 -2.712 -3.892
N -2.782 -0.384 -3.474
O -3.879 -0.598 -3.962
O -2.372 0.726 -3.199
N 1.266 -2.510 -1.633
O 2.074 -3.501 -1.507
O 1.809 -1.260 -1.354
H 0.405 -4.595 -2.849
H -3.123 -2.764 -4.518

Atom charges from the Löwdin analysis, given in e for atoms 1 to 99:
1. Ti 1.140
2. Br 0.742
3. C -0.684
4. C -0.119
5. C -0.131
6. N 0.143
7. C -0.204
8. C -0.058
9. C -0.210
10. C -0.059
11. C -0.684
12. Br 0.744
13. C -0.112
14. C -0.126
15. N 0.141
16. H 0.103
17. H 0.111
18. H 0.098
19. H 0.100
20. H 0.104
21. H 0.100
22. C -0.039
23. C -0.214
24. C -0.052
25. C -0.096
26. C -0.084
27. C -0.029
28. C -0.207
29. N 0.119
30. C -0.382
31. N 0.117
32. C -0.242
33. C -0.112
34. C -0.113
35. C -0.097
36. C -0.073
37. C -0.228
38. C -0.054
39. N 0.163
40. C -0.244
41. C -0.028
42. C -0.079
43. C -0.092
44. C -0.058
45. C -0.220
46. C -0.027
47. H 0.075
48. H 0.077
49. H 0.078
50. H 0.106
51. H 0.096
52. H 0.103
53. H 0.118
54. H 0.140
55. H 0.103
56. H 0.081
57. H 0.102
58. H 0.105
59. H 0.074
60. H 0.079
61. H 0.078
62. H 0.121
63. H 0.101
64. H 0.100
65. H 0.113
66. H 0.085
67. H 0.057
68. H 0.069
69. B -0.431
70. N -0.055
71. C -0.093
72. C -0.043
73. C -0.152
74. N -0.030
75. N -0.056
76. C -0.086
77. C -0.043
78. C -0.140
79. N -0.019
80. H 0.063
81. H 0.074
82. H 0.125
83. H 0.089
84. H 0.074
85. H 0.126
86. H 0.095
87. H 0.119
88. O 0.052
89. N -0.354
90. O 0.063
91. C -0.153
92. C 0.084
93. C -0.123
94. C -0.200
95. O -0.174
96. C -0.066
97. C 0.042
98. N -0.317
99. O 0.056